1.
A molecular structure, C38H30CoF9NO7P3S. Source: OMol25; level of theory: the ωB97M-V functional and the def2-TZVPD basis.

The geometry in XYZ format:
```
90
Properties=species:S:1:pos:R:3:mulliken_charge:R:1
Co -0.849 0.767 -1.693 -0.63
C 3.559 -4.514 -2.944 -1.87
C 2.951 -3.952 -1.650 1.89
C 1.490 -4.397 -1.564 -1.80
C 3.705 -4.534 -0.446 -1.66
C 3.086 -2.428 -1.665 0.42
C 4.369 -1.845 -1.673 0.23
C 4.546 -0.480 -1.708 -1.32
C 3.410 0.324 -1.736 1.23
S 3.325 2.054 -1.804 -0.39
C 1.618 1.967 -1.780 1.13
N 1.119 0.759 -1.755 0.30
C 2.128 -0.217 -1.724 -1.35
C 1.975 -1.605 -1.692 -0.02
C 0.689 3.085 -1.806 0.88
C 1.052 4.427 -1.836 -0.69
C 0.060 5.384 -1.945 -0.92
C -1.268 4.987 -2.058 -0.71
C -1.621 3.643 -2.014 0.25
C -0.645 2.669 -1.848 0.12
H 3.453 -5.601 -2.964 0.46
H 4.621 -4.276 -3.029 0.37
H 3.046 -4.105 -3.817 0.39
H 1.449 -5.487 -1.531 0.49
H 0.906 -4.068 -2.426 0.36
H 1.002 -4.020 -0.661 0.33
H 3.623 -5.623 -0.451 0.46
H 3.277 -4.169 0.490 0.27
H 4.765 -4.276 -0.456 0.34
H 5.249 -2.476 -1.656 0.50
H 5.538 -0.046 -1.717 0.44
H 0.976 -2.010 -1.681 -0.35
H 2.099 4.714 -1.789 0.46
H 0.317 6.435 -1.965 0.42
H -2.040 5.739 -2.177 0.47
H -2.657 3.351 -2.117 0.51
O -4.189 0.875 -3.879 -0.52
P -3.708 0.044 -2.604 0.37
O -4.814 -0.458 -1.784 -0.68
O -2.677 0.963 -1.918 -0.05
O -2.830 -1.117 -3.317 -0.27
P -1.837 -2.115 -2.481 0.56
O -0.976 -2.693 -3.702 -0.54
O -2.498 -3.190 -1.747 -0.74
O -0.945 -1.159 -1.671 -0.11
H -5.111 0.675 -4.073 0.32
H -0.779 -2.029 -4.371 0.34
F -3.664 -4.091 4.311 -0.27
C -4.407 -3.289 3.526 0.78
F -5.133 -4.073 2.726 -0.28
F -5.262 -2.644 4.340 -0.26
C -3.546 -2.318 2.765 0.54
C -3.701 -2.145 1.405 -1.31
C -2.899 -1.227 0.736 0.34
C -1.952 -0.498 1.432 0.13
C -1.810 -0.667 2.815 -0.16
C -2.604 -1.577 3.478 -1.21
P -0.913 0.747 0.621 2.71
C -1.493 2.286 1.389 0.39
C -2.687 2.799 0.884 -0.92
C -3.255 3.925 1.452 -0.94
C -2.628 4.541 2.527 0.23
C -1.458 4.021 3.054 -0.95
C -0.894 2.886 2.491 -0.55
C -3.257 5.760 3.144 0.79
F -4.227 5.430 4.012 -0.25
F -3.817 6.552 2.216 -0.27
F -2.363 6.502 3.816 -0.28
C 0.757 0.417 1.234 -0.39
C 1.147 -0.899 1.466 -0.75
C 2.459 -1.183 1.812 -1.03
C 3.383 -0.155 1.910 0.70
C 3.006 1.159 1.675 -1.36
C 1.695 1.443 1.334 -0.32
C 4.800 -0.465 2.309 0.76
F 5.663 0.448 1.836 -0.29
F 4.941 -0.481 3.646 -0.28
F 5.198 -1.663 1.861 -0.22
H -4.427 -2.718 0.846 0.53
H -3.046 -1.096 -0.319 -0.17
H -1.076 -0.093 3.369 0.46
H -2.496 -1.721 4.546 0.42
H -3.173 2.303 0.051 0.49
H -4.180 4.327 1.060 0.47
H -0.987 4.498 3.904 0.48
H 0.009 2.475 2.923 0.46
H 0.428 -1.704 1.364 0.48
H 2.766 -2.204 1.991 0.37
H 3.737 1.954 1.745 0.49
H 1.407 2.468 1.128 0.76
```

Values from the calculation:
Gap between HOMO and LUMO (spin up / spin down) (eV): 7.34 / 7.34
Net charge: 0
Total energy (eV): -156513.15863
Lowest unoccupied orbital energy (spin up / spin down) (eV): -1.74 / -1.74
Molecular weight (g/mol): 967.6



2.
2 unconnected molecules or ions with the total composition C5H5NO in a non-equilibrium geometry. Source: OMol25; level of theory: the ωB97M-V functional and the def2-TZVPD basis.

The geometry in XYZ format:
```
12
Properties=species:S:1:pos:R:3:mulliken_charge:R:1
O -0.870 3.511 -1.418 -0.15
C -0.774 2.812 -0.530 0.10
C 0.826 -0.056 0.778 -0.40
C -0.183 -1.118 1.060 -0.53
C 0.370 -0.967 -0.340 0.09
C -0.488 -0.431 -1.372 0.06
N -1.179 0.007 -2.192 -0.44
H 0.480 0.973 0.746 0.14
H 1.843 -0.193 1.131 0.24
H -1.213 -0.813 1.218 0.28
H 0.124 -2.000 1.613 0.24
H 1.064 -1.724 -0.693 0.37
```

Values from the calculation:
Gap between HOMO and LUMO (eV): 11.79
Net charge: 0
Total energy (eV): -8802.12049
Lowest unoccupied orbital energy (eV): 1.00
Molecular weight (g/mol): 95.1



3.
2 unconnected molecules or ions with the total composition C2HCl6P in a non-equilibrium geometry. Source: OMol25; level of theory: the ωB97M-V functional and the def2-TZVPD basis.

The geometry in XYZ format:
```
10
Properties=species:S:1:pos:R:3:mulliken_charge:R:1
C 0.210 -0.289 -1.746 -0.10
C -0.761 0.379 1.949 0.23
P 1.002 0.861 -0.494 0.26
Cl -1.059 0.635 -2.557 -0.13
Cl 1.478 -0.774 -2.909 -0.13
Cl -2.004 -0.626 1.287 -0.10
Cl 0.384 -0.466 2.908 -0.08
Cl -1.314 1.869 2.595 -0.11
Cl 2.301 -0.393 0.294 -0.15
H -0.236 -1.196 -1.326 0.32
```

Values from the calculation:
Gap between HOMO and LUMO (spin up / spin down) (eV): 7.34 / 7.54
Net charge: 0
Total energy (eV): -86511.68849
Lowest unoccupied orbital energy (spin up / spin down) (eV): -1.26 / -1.42
Molecular weight (g/mol): 268.7



4.
C3H6N2OS in the gas phase in a non-equilibrium geometry. Source: OMol25; level of theory: the ωB97M-V functional and the def2-TZVPD basis.

The geometry in XYZ format:
```
13
Properties=species:S:1:pos:R:3:mulliken_charge:R:1
C 0.242 0.288 -1.769 -1.20
C -0.544 0.058 -0.393 0.51
O -1.896 0.417 -0.274 -0.53
N 0.255 0.332 0.670 -0.53
S -0.326 -0.362 2.327 -0.07
C 1.012 -1.318 2.595 0.38
N 1.968 -1.927 2.645 -0.34
H 0.530 -0.613 -2.302 0.30
H 1.188 0.668 -1.494 0.38
H -0.160 0.864 -2.550 0.34
H -0.728 -1.028 -0.421 0.18
H -1.996 1.344 0.035 0.29
H 0.453 1.277 0.930 0.28
```

Values from the calculation:
Gap between HOMO and LUMO (eV): 9.97
Net charge: 0
Total energy (eV): -19068.97315
Lowest unoccupied orbital energy (eV): -0.20
SMILES: C[C@H](O)NSC#N
Molecular weight (g/mol): 118.2